C14H30B2F8NO18S4Zr2 | the ωB97M-V functional and the def2-TZVPD basis

## Properties
**HOMO level**: -16.54 eV
**Total energy**: -4494.4905 Eh
**Gap between HOMO and LUMO**: 2.87 eV
**Net charge**: +3

Each line ends with the Mulliken charge.
CARTESIAN COORDINATES (ANGSTROEM)
Zr: -27.08492 4.48826 4.86680  1.692
Zr: -28.55630 -0.85420 3.96681  1.540
N: -25.57984 3.11716 4.53886  0.446
S: -24.40922 2.92623 3.51191  0.795
O: -24.53405 1.99569 2.40381  -0.550
O: -23.12992 3.31290 3.99761  -0.073
F: -24.95590 4.19814 2.72862  -0.363
S: -25.43753 1.40859 5.00902  -0.294
O: -24.18140 0.69911 5.13080  -0.425
O: -26.60216 0.58179 4.59056  0.110
F: -25.79391 1.65575 6.58875  0.163
B: -26.26252 6.56551 4.65343  0.172
H: -26.99482 6.46734 5.43977  0.192
H: -25.78289 7.52983 4.71880  0.034
H: -25.51198 5.80673 4.81212  -0.241
H: -26.76654 6.33292 3.72816  0.052
B: -26.90546 -1.66033 2.75709  0.153
H: -26.61306 -1.57148 3.79190  -0.106
H: -27.15901 -0.64873 2.48031  0.043
H: -26.11692 -2.01896 2.11379  0.102
H: -27.82108 -2.21719 2.63137  0.056
O: -28.38288 3.37766 6.24103  -0.711
C: -29.41182 2.53396 6.70800  -0.756
C: -29.25382 0.97756 6.99400  -0.377
O: -28.93259 0.05710 5.93831  -0.539
H: -30.30564 2.55263 6.08444  0.479
H: -29.77703 2.87503 7.67670  0.371
H: -30.19942 0.61194 7.39435  0.470
H: -28.57852 0.82967 7.83673  0.178
C: -22.01938 4.17535 7.05332  -1.055
C: -23.01454 5.28424 7.20346  0.050
O: -23.91756 4.87930 8.18594  -0.231
C: -25.15511 4.64170 7.98969  0.707
O: -25.70347 4.80993 6.94382  -0.616
C: -25.86409 4.07424 9.24008  0.835
F: -24.97291 3.61513 10.09264  -0.237
F: -26.57815 5.05042 9.82324  -0.250
F: -26.65368 3.08975 8.87781  -0.118
H: -21.69611 3.89590 8.05607  0.480
H: -21.17993 4.47957 6.42813  0.266
H: -22.36152 3.25990 6.57062  0.126
H: -23.44739 5.42862 6.21356  -0.063
H: -22.56557 6.21796 7.54213  0.372
C: -18.77834 3.92523 4.34249  -1.392
C: -19.77490 4.07597 3.24302  0.621
O: -20.31301 5.39281 3.30863  -0.236
C: -21.33004 5.68523 2.47537  0.403
O: -21.75735 4.90083 1.57701  -0.609
C: -21.90280 7.09668 2.65515  0.861
F: -21.57544 7.61029 3.83230  -0.231
F: -21.44719 7.75755 1.64277  -0.218
F: -23.23123 6.99222 2.50470  -0.249
H: -19.15307 3.93205 5.36603  0.153
H: -18.05880 4.73617 4.22963  0.493
H: -18.21624 3.00353 4.19212  0.321
H: -20.53969 3.31948 3.41888  -0.368
H: -19.32300 3.72344 2.31586  0.542
C: -20.77876 0.84807 1.99858  -0.290
C: -19.35013 0.72385 2.42485  -0.455
O: -19.32171 0.71420 3.86701  -0.356
S: -20.74966 0.54680 4.54055  1.232
O: -20.91244 1.41738 5.66402  -0.484
O: -21.17713 -0.85065 4.68601  -0.609
O: -21.49024 1.18068 3.18176  -0.235
H: -20.97923 -0.12811 1.55700  0.323
H: -20.88564 1.67753 1.29953  0.357
H: -18.87034 1.61626 2.02295  0.136
H: -18.68586 -0.08639 2.12428  0.413
C: -25.08794 0.21590 10.09306  -0.301
C: -25.47134 -1.16221 10.52861  -0.315
O: -26.09530 -1.60543 9.27690  -0.396
S: -25.22162 -1.17248 7.92226  0.986
O: -26.03448 -0.90336 6.72141  -0.380
O: -24.10050 -2.08684 7.88032  -0.529
O: -24.85771 0.26691 8.69276  -0.172
H: -24.17503 0.62810 10.52293  0.325
H: -25.85839 0.96726 10.26615  0.160
H: -26.18090 -1.30933 11.34284  0.308
H: -24.55728 -1.72891 10.70591  0.312